1.
Formula: C4H12N4
Source: OMol25
Level of theory: ωB97M-V/def2-TZVPD

Each line ends with the Löwdin charge.
Element x y z (Å)
C 1.25 1.80 0.24  -0.119
C 0.43 -0.37 -0.43  -0.345
C -1.72 0.77 0.09  -0.130
C -1.73 -1.55 -0.19  -0.179
H 1.67 1.23 1.34  0.157
H 0.23 2.57 0.19  0.117
H 2.10 2.37 -0.31  0.075
H 0.15 1.36 -1.30  0.080
H 3.12 -0.59 0.33  0.104
H 2.75 -2.40 0.59  0.156
H -2.70 0.74 -0.38  0.075
H -1.00 1.65 -0.09  0.034
H -1.97 0.92 1.29  0.138
H -1.58 -2.61 -0.65  0.110
H -2.92 -1.32 -0.08  0.129
H -1.55 -2.05 0.81  0.072
N 0.96 0.83 -0.95  -0.054
N 1.08 -1.54 -0.10  -0.037
N 2.48 -1.43 -0.08  -0.133
N -1.05 -0.39 -0.31  -0.249

Its HOMO-LUMO gap is 7.9200 eV. As for the structure (SMILES): CN/C(=N\N)N(C)C. The calculation puts the HOMO energy at -7.36 eV.

***

2.
Formula: C4H12N4
Source: OMol25
Level of theory: ωB97M-V/def2-TZVPD

Each line ends with the Löwdin charge.
Element x y z (Å)
C 0.94 0.88 0.02  0.003
C -0.42 0.90 -0.07  -0.314
C 1.89 -0.17 -0.12  -0.068
C -1.55 -1.01 1.08  -0.039
N -1.09 2.00 -0.09  0.207
N 3.15 -0.01 0.17  0.235
N -0.57 -1.42 -0.97  0.113
N -1.19 -0.39 -0.16  -0.174
H 1.46 1.90 0.31  0.188
H 1.49 -1.11 -0.26  0.098
H -2.45 -1.73 0.99  0.152
H -0.73 -1.49 1.57  0.101
H -2.01 -0.16 1.79  0.167
H -0.50 2.81 -0.36  0.173
H -2.04 2.24 -0.46  0.176
H 3.67 -0.86 0.19  0.142
H 3.76 0.79 0.10  0.166
H -0.12 -1.13 -1.85  0.150
H -1.15 -2.23 -1.20  0.142
H -2.51 0.19 -0.66  0.382

Its HOMO-LUMO gap is 8.3894 eV. The calculation puts the HOMO energy at -17.80 eV. As for the charge: +2.

***

3.
Formula: C4H12N4
Source: OMol25
Level of theory: ωB97M-V/def2-TZVPD

Each line ends with the Löwdin charge.
Element x y z (Å)
C 2.40 -0.32 0.31  -0.101
C -3.23 0.21 -0.62  0.112
C 0.90 1.51 -0.25  0.014
C 0.08 -1.90 0.03  0.033
N 1.23 0.11 -0.07  -0.124
N 0.10 -0.68 -0.15  0.016
N 3.51 0.31 0.29  0.271
N -3.77 0.01 0.49  0.168
H 2.40 -1.31 0.74  0.159
H -2.18 -0.24 -0.84  0.116
H 1.56 2.01 -0.96  0.111
H -0.15 1.62 -0.55  0.092
H 0.94 2.02 0.70  0.112
H -0.82 -2.36 -0.08  0.054
H -3.76 0.82 -1.42  0.156
H 0.95 -2.60 0.35  0.138
H 4.27 -0.27 0.27  0.124
H 3.56 1.16 -0.22  0.144
H -3.30 -0.59 1.26  0.203
H -4.69 0.50 0.73  0.203

Its HOMO-LUMO gap is 9.8487 eV. The calculation puts the HOMO energy at -17.86 eV. As for the charge: +2.

***

4.
Formula: C4H12N4O
Source: OMol25
Level of theory: ωB97M-V/def2-TZVPD

Each line ends with the Löwdin charge.
Element x y z (Å)
C -1.22 -0.64 1.75  -0.046
C -0.19 0.35 1.29  -0.413
N 2.14 0.95 1.07  0.031
C 1.12 0.04 1.17  -0.229
O -0.60 1.67 1.33  0.018
H 0.03 2.15 0.76  0.097
H 3.07 0.55 1.23  0.091
H 1.99 1.79 1.62  0.090
H 1.45 -0.99 1.14  0.115
H -2.11 -0.56 1.12  0.078
H -0.85 -1.67 1.70  0.078
H -1.52 -0.43 2.78  0.082
C -0.60 -0.32 -1.90  -0.694
N -0.53 -1.67 -2.00  0.113
N 0.61 0.30 -1.95  0.118
N -1.72 0.28 -2.14  0.091
H -1.46 -2.06 -2.08  0.097
H -0.01 -2.11 -1.26  0.082
H 0.58 1.30 -1.82  0.093
H 1.38 -0.22 -1.56  0.082
H -1.56 1.29 -2.22  0.027

Its HOMO-LUMO gap is 8.3157 eV. As for the structure (SMILES): C/C(O)=C/N.N=C(N)N. The calculation puts the HOMO energy at -7.77 eV.

***

5.
Formula: C4H12N4O2
Source: OMol25
Level of theory: ωB97M-V/def2-TZVPD

Each line ends with the Löwdin charge.
Element x y z (Å)
C 1.33 -0.32 -0.94  -0.192
C -0.62 -0.83 -0.75  -0.576
N -0.65 -2.20 -0.62  0.115
N 1.42 1.03 -1.49  -0.062
O -1.21 -0.19 -1.61  -0.014
H 0.01 -2.60 0.04  0.096
H -0.88 -2.66 -1.50  0.106
H 2.09 1.13 -2.24  0.065
H 0.53 1.34 -1.88  0.053
H 2.17 -0.50 -0.27  0.068
H 1.45 -1.09 -1.71  0.069
C -1.87 0.95 0.86  -0.035
N -0.95 -0.20 0.89  -0.003
C 0.47 -0.03 1.38  -0.563
N 0.84 1.30 1.45  0.173
O 0.94 -0.96 2.01  0.062
H -1.35 -0.95 1.46  0.156
H 1.77 1.38 1.85  0.118
H 0.77 1.75 0.53  0.086
H -2.85 0.58 0.56  0.100
H -1.91 1.43 1.83  0.091
H -1.50 1.66 0.12  0.085

Its HOMO-LUMO gap is 8.8645 eV. The calculation puts the HOMO energy at -8.03 eV.

***

6.
Formula: C4H12NO
Source: OMol25
Level of theory: ωB97M-V/def2-TZVPD

Each line ends with the Löwdin charge.
Element x y z (Å)
C 0.51 -0.35 -1.38  -0.237
O -0.51 -1.12 -0.60  -0.171
C 1.14 -1.32 -2.37  -0.100
H -0.07 0.41 -1.94  0.115
H 1.24 0.04 -0.64  0.116
H -0.33 -2.04 -0.80  0.084
H 0.35 -1.66 -3.02  0.075
H 1.90 -0.82 -3.00  0.094
H 1.56 -2.20 -1.96  0.064
C -0.27 0.71 2.08  -0.338
C 0.15 1.98 2.23  -0.102
N -1.44 0.43 1.26  0.047
H 0.18 -0.17 2.53  0.093
H 0.95 2.19 2.98  0.037
H -0.20 2.82 1.59  0.029
H -1.86 1.27 0.86  0.075
H -1.12 -0.15 0.38  0.078
H -2.18 -0.02 1.80  0.043

Its HOMO-LUMO gap (spin up / spin down) is 3.6578 / 9.7564 eV. As for the multiplicity: 2. Its expectation value of S² is 0.752. The calculation puts the HOMO energy (spin up / spin down) at -2.95 / -9.13 eV.

***

7.
Formula: C4H12NO
Source: OMol25
Level of theory: ωB97M-V/def2-TZVPD

Each line ends with the Löwdin charge.
Element x y z (Å)
C 0.32 -1.46 0.83  -0.136
C 0.74 -0.21 0.13  -0.192
C 0.15 1.07 0.75  -0.200
C -0.40 2.04 0.11  0.027
N -1.22 -1.56 1.08  0.176
H 0.68 -1.72 1.85  0.134
H 0.57 -2.39 0.23  0.147
H 0.40 -0.28 -0.95  0.111
H 1.89 -0.20 0.10  0.161
H 0.23 1.14 1.81  0.097
H -0.73 2.89 0.68  0.077
H -0.40 2.15 -0.96  0.050
H -1.62 -2.23 0.44  0.143
H -1.75 -0.68 0.89  0.169
H -1.67 -2.02 1.89  0.181
H 0.47 0.57 -2.99  0.000
H 1.42 1.65 -3.34  0.109
O 0.92 1.25 -2.56  -0.055

Its HOMO-LUMO gap is 10.1602 eV. The calculation puts the HOMO energy at -13.80 eV. As for the charge: +1.

***

8.
Formula: C4H12NO
Source: OMol25
Level of theory: ωB97M-V/def2-TZVPD

Each line ends with the Löwdin charge.
Element x y z (Å)
C -1.25 0.58 2.23  -0.015
N -0.09 -0.05 1.54  0.130
H -1.85 -0.20 2.69  0.103
H -0.92 1.30 2.96  0.102
H -1.85 1.07 1.48  0.101
H -0.33 -0.75 0.79  0.104
H 0.48 -0.54 2.24  0.171
H 0.53 0.64 1.11  0.138
C 0.47 -1.12 -1.63  -0.218
O -0.38 -1.69 -0.62  -0.092
C 0.37 0.38 -1.68  -0.175
C 1.40 1.19 -1.46  0.020
H 0.19 -1.53 -2.60  0.132
H 1.48 -1.44 -1.39  0.123
H -1.30 -1.70 -0.94  0.119
H -0.61 0.78 -1.91  0.112
H 1.27 2.26 -1.53  0.069
H 2.39 0.80 -1.26  0.076

Its HOMO-LUMO gap is 11.0144 eV. The calculation puts the HOMO energy at -14.20 eV. As for the charge: +1.

***

9.
Formula: C4H12NO
Source: OMol25
Level of theory: ωB97M-V/def2-TZVPD

Each line ends with the Löwdin charge.
Element x y z (Å)
O 0.61 0.36 -1.95  -0.060
C 1.31 0.57 -0.71  -0.149
C 0.32 0.35 0.45  -0.291
N -0.87 -0.39 -0.13  0.034
C -2.13 -0.27 0.69  0.030
C 0.91 -0.44 1.59  -0.026
H 1.19 -0.05 -2.60  0.114
H 1.68 1.59 -0.74  0.134
H 2.13 -0.11 -0.65  0.117
H -0.04 1.30 0.82  0.153
H -1.07 0.04 -1.02  0.145
H -0.59 -1.34 -0.35  0.186
H -2.21 -1.08 1.40  0.101
H -2.96 -0.31 -0.02  0.110
H -2.19 0.70 1.16  0.107
H 1.59 0.21 2.16  0.108
H 0.21 -0.84 2.32  0.092
H 1.57 -1.21 1.19  0.095

Its HOMO-LUMO gap is 12.1651 eV. As for the structure (SMILES): C[NH2+][C@@H](C)CO. The calculation puts the HOMO energy at -15.25 eV. As for the charge: +1.

***

10.
Formula: C4H12NO
Source: OMol25
Level of theory: ωB97M-V/def2-TZVPD

Each line ends with the Löwdin charge.
Element x y z (Å)
C 1.22 -1.00 0.17  -0.066
N 0.47 0.37 0.18  0.086
C 1.43 1.37 -0.37  -0.121
C 2.85 0.84 -0.04  -0.141
C 2.66 -0.65 -0.17  -0.179
H 1.13 -1.42 1.17  0.129
H 0.61 -1.72 -0.38  0.133
H 0.29 0.62 1.15  0.183
H -0.34 0.30 -0.41  0.177
H 1.31 2.34 0.10  0.136
H 1.35 1.51 -1.45  0.141
H 3.59 1.38 -0.61  0.131
H 3.00 1.11 1.01  0.126
H 3.28 -1.43 0.29  0.132
H 2.96 -1.00 -1.17  0.131
H -7.02 -0.41 0.97  0.023
H -6.28 -1.39 0.23  0.043
O -6.99 -0.73 0.07  -0.066

Its HOMO-LUMO gap is 9.9143 eV. The calculation puts the HOMO energy at -13.49 eV. As for the charge: +1.

***

Molar mass for every record listed, in sequence, given in g/mol: 116.17 116.17 116.17 132.17 148.17 90.15 90.15 90.15 90.15 90.15.